Density functional theory data (ωB97M-V with the def2-TZVPD basis set) for a molecular structure, C23H31N3Zn in a non-equilibrium geometry.

XYZ file:
```
58
Properties=species:S:1:pos:R:3:forces:R:3
Zn 0.000 0.000 0.000 -0.838 -4.121 -0.046
C -0.182 -3.425 -1.188 0.314 0.015 -0.212
C -0.872 -2.538 -0.194 -0.346 -0.281 0.267
C -0.410 -2.448 1.123 -0.562 -0.367 0.146
C 0.658 -3.389 1.583 0.093 -0.162 0.120
C -0.970 -1.506 2.000 -0.204 -0.381 -0.079
C -0.387 -1.315 3.371 0.244 0.171 0.131
C -2.077 -0.744 1.593 0.082 -0.119 -0.148
C -2.783 0.165 2.557 -0.179 0.042 0.276
C -2.544 -0.843 0.277 -0.138 -0.501 0.171
C -3.671 0.018 -0.204 -0.199 0.255 -0.116
C -1.967 -1.770 -0.598 0.005 -0.075 0.112
C -2.536 -1.956 -1.972 -0.284 -0.154 -0.250
H -0.578 -4.439 -1.203 -0.114 -0.157 0.069
H 0.885 -3.497 -0.986 -0.003 0.039 0.093
H -0.273 -3.034 -2.201 -0.014 0.014 0.054
H 1.649 -2.981 1.378 0.143 0.118 0.006
H 0.584 -4.349 1.068 -0.013 0.118 0.006
H 0.583 -3.601 2.650 0.026 0.103 -0.072
H -0.858 -1.975 4.101 -0.027 -0.032 0.096
H -0.507 -0.286 3.720 -0.058 -0.121 -0.049
H 0.686 -1.517 3.382 -0.127 -0.021 -0.083
H -2.379 1.179 2.536 0.065 0.109 0.020
H -2.718 -0.203 3.582 0.105 0.046 -0.094
H -3.846 0.233 2.327 0.065 -0.001 -0.038
H -4.632 -0.477 -0.050 -0.110 0.031 0.005
H -3.576 0.238 -1.268 -0.007 -0.041 0.072
H -3.694 0.981 0.306 -0.046 -0.106 0.065
H -2.039 -1.297 -2.687 -0.075 -0.007 -0.172
H -3.608 -1.747 -1.993 0.200 0.025 -0.035
H -2.416 -2.987 -2.315 0.047 0.187 0.026
C -2.945 3.757 -2.208 0.323 -0.816 0.130
N -2.264 3.576 -0.904 -0.007 0.812 0.007
C -2.885 4.395 0.165 0.624 -0.450 0.244
C -1.602 2.443 -0.616 -1.295 1.204 -0.194
N -1.044 1.460 -0.366 -4.215 1.181 -3.026
H -3.073 4.821 -2.433 0.158 -0.178 0.303
H -3.927 3.274 -2.190 -0.038 0.062 -0.080
H -2.349 3.315 -3.013 -0.084 0.045 0.238
H -3.016 5.429 -0.167 0.115 -0.276 -0.143
H -2.246 4.407 1.054 -0.027 -0.077 -0.217
H -3.861 3.980 0.438 -0.013 0.052 -0.024
C 0.954 1.484 0.400 5.074 6.298 3.802
C 1.081 2.963 0.560 0.454 -1.905 -0.080
C 1.789 3.713 -0.389 -0.006 1.356 0.113
C 2.142 5.039 -0.121 -0.162 -0.758 -0.411
C 1.785 5.628 1.095 -0.053 0.057 0.042
C 1.039 4.897 2.025 -0.289 -0.738 0.045
C 0.689 3.570 1.758 0.021 1.296 0.084
C 2.218 6.960 1.404 0.346 1.023 0.251
N 2.587 8.030 1.659 -0.398 -1.027 -0.262
H 1.264 1.067 1.426 0.466 0.708 -1.729
H 1.507 1.174 -0.519 0.483 0.387 1.010
H 2.126 3.258 -1.318 -0.069 -0.027 0.206
H 2.731 5.592 -0.851 -0.117 -0.013 0.220
H 0.758 5.341 2.979 0.106 0.024 -0.210
H 0.153 3.000 2.515 0.098 -0.019 -0.120
H 1.385 -0.449 0.520 0.462 -2.851 -0.539
```
Positions in Å, forces in eV/Å.

## Properties
Charge: 0
E_tot, eV: -77235.5057
LUMO level, eV: 0.234
2S+1: 1